# 1
{
  "formula": "C4H7N",
  "method": "the ωB97M-V functional and the def2-TZVPD basis",
  "species": ["C", "C", "C", "C", "N", "H", "H", "H", "H", "H", "H", "H"],
  "coordinates": [[-0.6493, 0.5634, -1.3584], [0.1210, -0.4028, -0.4356], [0.2225, 0.1676, 0.9766], [0.7459, -0.8128, 1.9167], [1.2003, -1.5804, 2.6328], [-1.7290, 0.4774, -1.2276], [-0.4618, 0.3328, -2.4070], [-0.3446, 1.5906, -1.1549], [1.1202, -0.5447, -0.8408], [-0.4002, -1.3576, -0.3984], [-0.7401, 0.5525, 1.3115], [0.9151, 1.0140, 0.9851]],
  "forces_ev_per_angstrom": [[0.1, -0.4, 0.1], [-0.5, 0.5, -0.5], [0.2, 0.2, -0.1], [-0.1, 0.3, 0.0], [0.1, -0.4, 0.3], [0.0, 0.1, 0.2], [0.1, 0.1, 0.0], [-0.1, 0.1, -0.2], [0.1, -0.2, 0.1], [0.2, -0.1, -0.1], [-0.1, -0.1, 0.1], [-0.1, 0.0, 0.0]],
  "nbo_charge": [-0.61, -0.38, -0.51, 0.29, -0.33, 0.21, 0.22, 0.20, 0.21, 0.21, 0.24, 0.24],
  "relative_energy_ev": 0.082,
  "e_tot_ev": -5751.33445,
  "e_homo_ev": -11.621,
  "homo_lumo_gap_ha": 0.459,
  "smiles": "CCCC#N"
}


# 2
{
  "formula": "C4H7N",
  "method": "the ωB97M-V functional and the def2-TZVPD basis",
  "species": ["C", "C", "C", "C", "N", "H", "H", "H", "H", "H", "H", "H"],
  "coordinates": [[-1.7376, -0.1124, -0.2269], [-0.7876, 0.9792, -0.0658], [0.1375, -0.2037, 0.2573], [1.5465, -0.5946, -0.2177], [-0.9798, -1.0911, 0.1410], [-2.7768, -0.0601, -0.3194], [-0.4356, 1.6962, -0.8848], [-0.9105, 1.6043, 0.8036], [0.3874, -0.1488, 1.7081], [1.5374, -0.5381, -1.3756], [1.6114, -1.5772, -0.0432], [2.4076, 0.0463, 0.2233]],
  "forces_ev_per_angstrom": [[0.7, -0.4, 0.7], [2.6, 2.1, -1.4], [2.5, 0.6, 5.7], [-0.8, 4.7, -2.7], [-0.9, -0.7, -1.0], [-1.6, -0.5, -0.4], [-0.8, -1.2, 0.7], [-0.4, 0.2, 0.4], [-0.8, -0.1, -3.9], [0.4, 0.2, 1.6], [0.8, -3.7, 1.1], [-1.7, -1.2, -0.8]],
  "nbo_charge": [0.09, -0.52, 0.04, -0.62, -0.39, 0.18, 0.22, 0.23, 0.11, 0.20, 0.22, 0.23],
  "relative_energy_ev": 3.302,
  "e_tot_ev": -5748.11520,
  "e_homo_ev": -9.706,
  "homo_lumo_gap_ha": 0.392
}


# 3
{
  "formula": "C4H7N",
  "method": "the ωB97M-V functional and the def2-TZVPD basis",
  "species": ["C", "C", "C", "C", "N", "H", "H", "H", "H", "H", "H", "H"],
  "coordinates": [[0.7068, -0.5817, -0.9111], [1.0378, -0.3625, 0.6181], [-0.4923, 0.1564, -1.1568], [-1.0678, 1.2638, -0.8155], [1.0732, 0.6023, 1.3607], [1.4059, 0.6089, 2.3093], [1.5931, -0.2628, -1.4627], [0.5718, -1.6532, -1.0645], [-1.4898, -1.7581, 1.1618], [-0.7530, -1.4624, 1.2388], [-0.9309, 1.6021, 0.2358], [-1.6546, 1.8472, -1.5141]],
  "forces_ev_per_angstrom": [[-0.6, -1.0, 1.1], [1.2, -0.4, 0.2], [0.9, 0.8, -1.4], [-0.1, 0.1, 0.9], [-0.8, 0.5, -1.1], [0.1, -0.3, 0.2], [-0.2, 0.2, 0.0], [0.2, 0.1, 0.1], [1.5, 0.6, 0.2], [-1.7, -0.8, -0.1], [-0.1, 0.2, -0.5], [-0.3, 0.0, 0.2]],
  "nbo_charge": [-0.58, 0.32, 0.10, -0.50, -0.68, 0.40, 0.27, 0.24, 0.01, -0.02, 0.21, 0.23],
  "relative_energy_ev": 5.863,
  "e_tot_ev": -5745.55426,
  "e_homo_ev": [-7.880, -7.475],
  "homo_lumo_gap_ha": [0.302, 0.285]
}


# 4
{
  "formula": "C4H7N2",
  "method": "the ωB97M-V functional and the def2-TZVPD basis",
  "species": ["C", "C", "C", "C", "N", "N", "H", "H", "H", "H", "H", "H", "H"],
  "coordinates": [[-1.3924, -0.0546, -0.1389], [0.3887, 0.7254, -1.2109], [0.8562, -0.7333, 0.6242], [-0.1784, 0.9349, 0.1152], [0.7219, 0.5948, 1.1830], [-0.1231, -0.4613, -0.6256], [-1.8759, -0.6214, 0.7023], [-2.0199, 0.2972, -1.0401], [-0.1706, 1.1848, -2.0820], [1.3994, 0.8246, -1.3592], [1.8766, -0.8270, 0.1490], [0.3682, -1.5221, 1.3684], [0.2615, 0.6912, 2.0571]],
  "forces_ev_per_angstrom": [[-1.4, 2.1, -0.7], [-2.5, 3.1, -2.4], [-0.4, -1.2, 1.0], [-1.2, -0.1, 0.7], [-0.3, 0.8, -1.0], [1.5, -3.5, 1.0], [0.7, 0.6, -1.0], [0.7, -0.7, 1.9], [0.3, -1.1, 1.1], [2.4, -0.1, 0.0], [-1.2, -0.8, 0.9], [1.6, 1.1, -2.2], [-0.2, -0.2, 1.0]],
  "nbo_charge": [-0.23, -0.25, -0.03, 0.33, -0.62, -0.19, 0.28, 0.28, 0.27, 0.26, 0.25, 0.26, 0.40],
  "charge": 1,
  "relative_energy_ev": 5.703,
  "e_tot_ev": -7230.03557,
  "e_homo_ev": -15.140,
  "homo_lumo_gap_ha": 0.404
}


# 5
{
  "formula": "C4H7N2",
  "method": "the ωB97M-V functional and the def2-TZVPD basis",
  "species": ["C", "C", "C", "C", "N", "N", "H", "H", "H", "H", "H", "H", "H"],
  "coordinates": [[1.8755, -0.8533, 0.1048], [-0.2418, 0.1503, -0.2335], [0.8615, 1.1489, -0.0443], [-1.7978, -0.1368, 0.2692], [0.6186, -1.0234, -0.1358], [1.9971, 0.5382, 0.1357], [-0.4597, -0.0787, -1.3485], [0.7012, 2.2451, 0.0266], [-2.1953, -1.0528, -0.3153], [-2.6123, 0.6386, 0.0877], [-1.8412, -0.4935, 1.3729], [0.2363, -2.0481, -0.2267], [2.8580, 0.9654, 0.3071]],
  "forces_ev_per_angstrom": [[1.0, -1.8, -0.3], [-1.0, -1.9, -2.2], [-1.7, 1.3, 0.5], [-0.4, -1.0, 1.1], [-1.4, -3.9, 1.0], [-2.9, 0.6, -0.3], [0.4, 1.9, 0.8], [0.4, -0.8, -0.3], [1.1, 1.4, 0.6], [1.7, -0.5, 0.2], [0.3, 1.0, -1.8], [0.9, 2.8, 0.2], [1.6, 1.0, 0.3]],
  "nbo_charge": [0.22, -0.20, 0.27, -0.61, -0.53, -0.47, 0.34, 0.27, 0.25, 0.28, 0.26, 0.47, 0.45],
  "charge": 1,
  "relative_energy_ev": 4.319,
  "e_tot_ev": -7231.41937,
  "e_homo_ev": -14.079,
  "homo_lumo_gap_ha": 0.300
}


# 6
{
  "formula": "C4H7N2",
  "method": "the ωB97M-V functional and the def2-TZVPD basis",
  "species": ["C", "C", "C", "C", "N", "N", "H", "H", "H", "H", "H", "H", "H"],
  "coordinates": [[-0.4136, -0.5482, 1.1895], [0.6823, 0.3679, 0.7652], [0.1494, 0.6395, -0.5973], [0.5515, -0.0473, -1.7823], [-1.1806, -1.4562, 0.8265], [-1.2775, -0.8316, 2.2234], [0.6734, 1.2730, 1.5467], [1.6841, 0.0147, 0.7072], [-0.6372, 1.2442, -0.7721], [-0.2626, -0.5679, -2.2628], [1.6035, -0.3893, -1.6410], [0.5555, 0.6326, -2.5995], [-2.1282, -0.3313, 2.3966]],
  "forces_ev_per_angstrom": [[0.2, 0.3, -0.3], [-0.7, 3.1, 0.9], [1.3, -2.1, 0.6], [2.5, 0.3, 1.4], [0.0, -0.2, -1.0], [0.8, -1.0, 1.8], [-0.1, -1.7, -2.0], [0.6, -1.0, 0.3], [-2.8, 2.3, 0.2], [-0.4, -1.4, 0.3], [-1.2, -1.0, -0.7], [0.3, 1.6, -0.8], [-0.6, 0.8, -0.6]],
  "nbo_charge": [0.35, -0.56, 0.38, -0.77, -0.10, -0.44, 0.32, 0.29, 0.21, 0.36, 0.27, 0.33, 0.37],
  "charge": 1,
  "relative_energy_ev": 7.454,
  "e_tot_ev": -7228.28389,
  "e_homo_ev": [-13.830, -13.827],
  "homo_lumo_gap_ha": [0.243, 0.243]
}


# 7
{
  "formula": "C4H7N2",
  "method": "the ωB97M-V functional and the def2-TZVPD basis",
  "species": ["H", "N", "C", "C", "N", "C", "C", "H", "H", "H", "H", "H", "H"],
  "coordinates": [[3.6931, -0.5709, 0.0215], [3.0593, 0.2216, -0.0079], [1.8588, 0.0724, 0.0382], [0.8145, 1.1359, -0.0091], [-0.1883, 0.3374, -0.1048], [-1.5669, 0.4513, 0.0368], [0.6111, -0.9118, 0.0385], [0.7024, 2.1653, -0.0189], [-1.9295, 0.5251, -1.0268], [-1.6839, 1.3366, 0.5306], [-1.8218, -0.3592, 0.6927], [0.6378, -1.7443, -0.6323], [0.5321, -1.5094, 0.9096]],
  "forces_ev_per_angstrom": [[-0.2, -0.3, -0.1], [2.5, 0.3, 0.2], [-3.3, -0.2, -0.2], [-0.5, -1.1, -0.6], [3.5, -2.0, 0.9], [-0.6, -0.7, -2.4], [2.5, -0.2, -0.2], [0.2, 2.1, 0.2], [-0.7, -0.6, 1.4], [-1.1, 2.5, 1.2], [-1.0, -0.5, -0.3], [-0.6, 0.3, -1.8], [-0.7, 0.4, 1.8]],
  "nbo_charge": [0.39, -0.46, 0.24, 0.23, -0.17, -0.42, -0.30, 0.24, 0.26, 0.23, 0.25, 0.26, 0.25],
  "charge": 1,
  "relative_energy_ev": 3.889,
  "e_tot_ev": -7231.84966,
  "e_homo_ev": -15.065,
  "homo_lumo_gap_ha": 0.350,
  "smiles": "[H]/N=C1/C=[N+](C)C1"
}


# 8
{
  "formula": "C4H7N2",
  "method": "the ωB97M-V functional and the def2-TZVPD basis",
  "species": ["C", "C", "C", "C", "N", "N", "H", "H", "H", "H", "H", "H", "H"],
  "coordinates": [[3.0617, -1.1052, -1.4070], [-0.4018, 0.9636, 0.7134], [-1.5171, 0.0035, 0.4709], [0.0795, -1.0010, -0.9384], [1.9011, -0.9672, -1.2944], [-0.1495, -0.4228, 0.3262], [4.0489, -0.9907, -1.0954], [-0.2596, 1.6247, -0.1512], [0.0424, 1.4156, 1.7137], [-2.0194, -0.6152, 1.2006], [-2.2040, 0.0889, -0.3643], [-0.2328, -0.4360, -1.7655], [0.1998, -1.0089, 1.1795]],
  "forces_ev_per_angstrom": [[-5.6, 0.8, 1.3], [0.3, 2.4, 0.9], [-1.6, 0.1, 1.5], [1.9, -2.7, -0.3], [2.3, 0.0, -0.2], [2.8, -1.7, 1.6], [1.6, -0.3, -0.4], [0.0, -0.2, 0.5], [-1.3, -1.5, -2.0], [0.0, 0.5, 0.7], [0.8, 0.2, -0.6], [-0.3, 1.3, -0.8], [-1.0, 1.0, -2.1]],
  "nbo_charge": [0.29, -0.24, -0.21, -0.06, -0.27, -0.43, 0.27, 0.25, 0.28, 0.25, 0.27, 0.17, 0.45],
  "charge": 1,
  "relative_energy_ev": 7.144,
  "e_tot_ev": -7228.59442,
  "e_homo_ev": -12.827,
  "homo_lumo_gap_ha": 0.335
}


# 9
{
  "formula": "C4H7N2",
  "method": "the ωB97M-V functional and the def2-TZVPD basis",
  "species": ["C", "C", "C", "C", "N", "N", "H", "H", "H", "H", "H", "H", "H"],
  "coordinates": [[-1.1753, 1.1059, 1.1992], [-0.5558, 0.5682, -0.9152], [0.1388, -0.4750, 0.1941], [1.2427, -1.3688, -0.0509], [-1.3251, 1.3927, -0.0131], [-0.2983, 0.0576, 1.2872], [0.5049, 0.9586, -1.0667], [-1.1375, 0.6832, -2.0521], [1.4151, -1.3844, -1.1051], [1.0622, -2.3934, 0.2782], [2.1118, -1.2164, 0.4457], [-1.7827, 2.3011, -0.3985], [-0.2009, -0.2291, 2.1972]],
  "forces_ev_per_angstrom": [[-1.8, 2.1, 3.7], [1.0, 0.1, -1.6], [-2.1, 2.3, -2.4], [-2.1, -1.8, -1.5], [0.2, 1.9, -4.0], [-0.3, -0.7, -1.9], [-1.1, 0.6, -0.2], [2.0, -1.8, 3.2], [0.3, -0.2, -0.7], [-0.7, -0.2, -0.2], [2.7, 1.4, 1.7], [0.7, -2.3, 1.2], [1.2, -1.3, 2.6]],
  "nbo_charge": [0.22, -0.32, 0.52, -0.74, -0.54, -0.52, 0.27, 0.33, 0.27, 0.31, 0.29, 0.47, 0.45],
  "charge": 1,
  "relative_energy_ev": 4.873,
  "e_tot_ev": -7230.86512,
  "e_homo_ev": -13.645,
  "homo_lumo_gap_ha": 0.300
}


# 10
{
  "formula": "C4H7N2",
  "method": "the ωB97M-V functional and the def2-TZVPD basis",
  "species": ["C", "C", "C", "C", "N", "N", "H", "H", "H", "H", "H", "H", "H"],
  "coordinates": [[-0.2660, 0.1691, 0.9624], [0.5174, -1.3317, -0.8598], [0.2255, 2.4381, 2.0056], [-0.2782, -1.7962, -1.9667], [0.2750, -0.3747, -0.0121], [-0.3381, 1.5184, 1.2870], [1.3804, -1.9191, -0.5152], [-0.3070, 3.3663, 2.1942], [1.2704, 2.2685, 2.5136], [0.6227, -2.1271, -2.6734], [-0.6498, -2.6874, -1.4803], [-1.0736, -1.1423, -2.3950], [-1.3787, 1.6181, 0.9396]],
  "forces_ev_per_angstrom": [[0.6, -1.4, 0.7], [0.8, 2.2, 3.6], [1.8, -1.1, 0.8], [2.0, -0.2, -1.8], [-0.3, -0.6, -1.3], [-2.3, 0.9, -1.4], [-0.1, 0.2, -0.7], [0.0, -0.3, -0.1], [-2.3, 0.2, -1.3], [-2.6, 0.5, 0.6], [-0.7, -0.8, -0.5], [0.9, -0.6, 0.4], [2.1, 1.0, 1.0]],
  "nbo_charge": [0.28, 0.20, 0.00, -0.68, -0.34, -0.47, 0.23, 0.24, 0.25, 0.27, 0.27, 0.27, 0.47],
  "charge": 1,
  "relative_energy_ev": 5.320,
  "e_tot_ev": -7230.41829,
  "e_homo_ev": -12.884,
  "homo_lumo_gap_ha": 0.298
}


Please write out number 4 again, unchanged.
{
  "formula": "C4H7N2",
  "method": "the ωB97M-V functional and the def2-TZVPD basis",
  "species": ["C", "C", "C", "C", "N", "N", "H", "H", "H", "H", "H", "H", "H"],
  "coordinates": [[-1.3924, -0.0546, -0.1389], [0.3887, 0.7254, -1.2109], [0.8562, -0.7333, 0.6242], [-0.1784, 0.9349, 0.1152], [0.7219, 0.5948, 1.1830], [-0.1231, -0.4613, -0.6256], [-1.8759, -0.6214, 0.7023], [-2.0199, 0.2972, -1.0401], [-0.1706, 1.1848, -2.0820], [1.3994, 0.8246, -1.3592], [1.8766, -0.8270, 0.1490], [0.3682, -1.5221, 1.3684], [0.2615, 0.6912, 2.0571]],
  "forces_ev_per_angstrom": [[-1.4, 2.1, -0.7], [-2.5, 3.1, -2.4], [-0.4, -1.2, 1.0], [-1.2, -0.1, 0.7], [-0.3, 0.8, -1.0], [1.5, -3.5, 1.0], [0.7, 0.6, -1.0], [0.7, -0.7, 1.9], [0.3, -1.1, 1.1], [2.4, -0.1, 0.0], [-1.2, -0.8, 0.9], [1.6, 1.1, -2.2], [-0.2, -0.2, 1.0]],
  "nbo_charge": [-0.23, -0.25, -0.03, 0.33, -0.62, -0.19, 0.28, 0.28, 0.27, 0.26, 0.25, 0.26, 0.40],
  "charge": 1,
  "relative_energy_ev": 5.703,
  "e_tot_ev": -7230.03557,
  "e_homo_ev": -15.140,
  "homo_lumo_gap_ha": 0.404
}